141
Properties=species:S:1:pos:R:3 method="wB97M-V/def2-TZVPD" e_homo_ev=-4.216 total_charge=-1 homo_lumo_gap_ev=4.92 e_lumo_ha=0.0260
C -0.728 -5.347 1.650
O -2.117 -5.178 1.771
C -2.561 -3.844 2.030
P -4.050 -3.545 0.841
C -5.448 -3.466 -0.492
C -5.939 -4.807 -1.061
C -7.462 -4.999 -1.085
I -8.299 -6.547 0.145
P -5.431 -4.888 2.129
O -4.393 -5.658 3.178
I -6.590 -3.481 3.804
O -4.606 -2.098 1.636
C -4.563 -1.000 0.771
C -3.204 -1.109 0.054
Cl -3.358 -0.288 -1.585
C -2.159 -0.370 0.909
C -0.810 -0.003 0.314
C -0.124 1.035 1.204
Cl 0.287 -1.423 0.155
O -3.011 -2.440 -0.161
H -0.560 -6.380 1.331
H -0.208 -5.214 2.604
H -0.317 -4.683 0.881
H -2.826 -3.725 3.085
H -1.749 -3.144 1.804
H -3.590 -4.734 0.158
H -4.977 -2.927 -1.318
H -6.309 -2.865 -0.182
H -5.452 -5.663 -0.583
H -5.644 -4.852 -2.116
H -7.799 -5.305 -2.075
H -7.997 -4.083 -0.834
H -3.846 -6.266 2.674
H -5.394 -0.965 0.058
H -4.642 -0.086 1.375
H -2.016 -0.901 1.856
H -2.630 0.588 1.156
H -0.942 0.416 -0.671
H -0.663 1.985 1.137
H -0.113 0.701 2.243
H 0.913 1.206 0.903
C -0.406 3.364 -3.148
Cl 0.790 2.798 -4.333
Cl 0.413 4.064 -1.746
Cl -1.428 4.598 -3.889
Cl -1.373 2.004 -2.606
C 4.781 2.916 -1.558
Cl 3.532 2.902 -2.798
Cl 5.024 4.570 -0.981
Cl 4.268 1.895 -0.215
Cl 6.302 2.291 -2.221
C 6.546 0.349 3.373
Cl 7.212 1.407 4.629
Cl 6.767 1.098 1.793
Cl 7.385 -1.203 3.425
Cl 4.825 0.100 3.666
C 7.165 7.259 -3.707
Cl 7.502 5.554 -3.401
Cl 6.756 8.053 -2.182
Cl 8.599 8.023 -4.396
Cl 5.810 7.401 -4.828
C 12.164 7.884 -1.634
Cl 11.803 9.109 -0.410
Cl 12.764 8.685 -3.088
Cl 13.403 6.790 -1.012
Cl 10.700 6.985 -2.015
C -0.551 -9.987 2.331
Cl 0.786 -9.197 1.491
Cl -1.894 -8.865 2.501
Cl -1.075 -11.395 1.395
Cl -0.007 -10.499 3.936
C -1.929 2.012 4.847
Cl -1.492 0.343 5.192
Cl -2.366 2.834 6.351
Cl -0.554 2.845 4.101
Cl -3.301 2.038 3.744
C -10.010 -8.629 -3.447
Cl -11.260 -7.661 -2.657
Cl -9.602 -10.004 -2.421
Cl -10.612 -9.214 -5.005
Cl -8.579 -7.640 -3.714
C 13.924 12.449 -1.956
Cl 13.118 12.158 -3.502
Cl 15.148 11.206 -1.675
Cl 14.698 14.037 -1.986
Cl 12.736 12.400 -0.654
C -11.495 -5.733 -7.418
Cl -12.045 -4.082 -7.730
Cl -11.748 -6.142 -5.727
Cl -12.410 -6.854 -8.437
Cl -9.777 -5.866 -7.802
C -1.617 -2.851 -4.830
Cl -2.111 -2.845 -3.155
Cl -2.900 -3.536 -5.843
Cl -1.293 -1.189 -5.358
Cl -0.144 -3.815 -5.037
C -5.842 4.618 1.910
Cl -5.392 5.003 3.573
Cl -7.480 5.211 1.595
Cl -4.713 5.400 0.798
Cl -5.808 2.871 1.662
C 10.070 -2.653 6.971
Cl 11.339 -3.215 5.877
Cl 10.801 -2.112 8.486
Cl 9.196 -1.320 6.219
Cl 8.950 -3.978 7.300
C -10.412 -11.767 -8.787
Cl -9.141 -11.320 -9.928
Cl -9.750 -12.847 -7.559
Cl -11.042 -10.313 -8.013
Cl -11.718 -12.587 -9.652
C -11.576 4.819 0.704
Cl -10.450 6.044 1.304
Cl -12.707 5.569 -0.428
Cl -10.671 3.549 -0.115
Cl -12.469 4.132 2.061
C -2.043 7.882 -1.391
Cl -1.089 8.109 -2.860
Cl -1.039 7.149 -0.139
Cl -2.640 9.445 -0.825
Cl -3.407 6.817 -1.737
C -2.155 -14.258 4.708
Cl -2.657 -12.679 4.123
Cl -2.360 -14.340 6.462
Cl -3.135 -15.517 3.946
Cl -0.453 -14.518 4.306
C 1.480 -2.788 5.227
Cl 2.579 -4.161 5.028
Cl 0.968 -2.210 3.648
Cl 0.064 -3.296 6.149
Cl 2.321 -1.493 6.096
C 14.514 10.374 3.307
Cl 13.542 9.826 1.939
Cl 13.467 10.696 4.692
Cl 15.687 9.125 3.732
Cl 15.368 11.855 2.857
C 15.636 18.005 -1.436
Cl 16.903 19.011 -0.731
Cl 14.633 18.983 -2.509
Cl 16.378 16.694 -2.363
Cl 14.638 17.326 -0.151

63
Properties=species:S:1:pos:R:3 method="wB97M-V/def2-TZVPD" e_homo_ev="-5.415 / -8.419" homo_lumo_gap_ev="4.05 / 6.89" s_squared=2.058 multiplicity=3 e_lumo_ha="-0.0503 / -0.0561"
Ti -0.497 1.099 -0.605
C -2.681 2.582 1.272
O -1.287 2.335 1.042
C -0.380 2.737 1.995
C -0.712 3.536 3.073
C 0.271 3.868 3.997
C 1.569 3.404 3.838
C 1.890 2.606 2.750
C 0.920 2.269 1.822
N 1.163 1.445 0.678
N 2.302 0.878 0.698
C 2.778 0.151 -0.338
C 2.126 0.086 -1.588
O 0.942 0.571 -1.773
C 2.817 -0.521 -2.683
C 4.031 -1.085 -2.505
C 4.695 -1.096 -1.235
C 5.948 -1.712 -1.069
C 6.570 -1.709 0.153
C 5.946 -1.086 1.245
C 4.721 -0.480 1.106
C 4.071 -0.471 -0.140
H -2.958 2.218 2.260
H -3.221 2.035 0.506
H -2.887 3.645 1.163
H -1.719 3.906 3.200
H 0.015 4.497 4.838
H 2.331 3.669 4.558
H 2.898 2.246 2.601
H 2.314 -0.524 -3.641
H 4.531 -1.558 -3.343
H 6.413 -2.190 -1.924
H 7.533 -2.184 0.278
H 6.433 -1.088 2.212
H 4.242 -0.012 1.954
O -5.243 -4.997 -1.222
N -4.726 -4.146 -1.949
O -4.924 -4.123 -3.174
C -3.880 -3.184 -1.351
C -3.704 -3.280 0.033
C -2.896 -2.400 0.743
C -2.673 -2.472 2.150
C -1.844 -1.558 2.751
C -1.234 -0.562 1.998
N -1.435 -0.464 0.664
C -2.230 -1.353 0.058
C -2.405 -1.241 -1.381
N -1.728 -0.231 -1.965
C -1.797 -0.064 -3.274
C -2.557 -0.905 -4.072
C -3.264 -1.935 -3.499
C -3.212 -2.149 -2.099
H -4.217 -4.076 0.551
H -3.155 -3.251 2.726
H -1.654 -1.603 3.815
H -0.573 0.159 2.454
H -1.230 0.758 -3.693
H -2.596 -0.743 -5.140
H -3.861 -2.593 -4.103
F -1.117 4.060 -1.175
C -1.287 2.801 -1.720
F -2.685 2.584 -1.747
H -1.004 2.903 -2.774

69
Properties=species:S:1:pos:R:3 method="wB97M-V/def2-TZVPD" e_homo_ev="-1.211 / -2.392" total_charge=-2 homo_lumo_gap_ev="4.92 / 6.09" s_squared=3.781 multiplicity=4 e_lumo_ha="0.1362 / 0.1360"
V 0.677 0.871 2.061
N -1.080 3.420 4.806
C -1.143 2.730 3.661
N -0.021 2.045 3.547
C 0.724 2.348 4.689
N 0.049 3.159 5.520
C 2.072 1.797 4.642
C 3.179 1.989 5.485
N 4.384 1.429 5.310
C 4.467 0.571 4.241
C 3.447 0.383 3.378
N 2.246 0.998 3.508
H -1.804 3.946 5.272
H -1.936 2.719 2.923
H 3.101 2.710 6.312
H 5.411 0.053 4.091
H 3.573 -0.250 2.513
S -2.242 3.699 -0.275
C -3.073 2.196 -0.001
C -2.240 1.260 0.518
C -0.913 1.706 0.811
C -0.760 3.020 0.435
C 0.544 3.604 0.561
C 0.980 4.878 0.097
C 2.266 5.313 0.375
C 3.151 4.471 1.025
C 2.708 3.222 1.377
N 1.471 2.811 1.227
H -4.119 2.071 -0.251
H -2.551 0.251 0.684
H 0.272 5.502 -0.453
H 2.593 6.312 0.067
H 4.171 4.751 1.237
H 3.325 2.508 1.877
S -4.110 -5.043 -1.050
P -2.875 -3.541 -1.480
S -2.253 -2.303 -0.080
C -1.409 -4.254 -2.325
C -0.151 -3.678 -2.275
C 0.904 -4.247 -3.017
C 0.678 -5.362 -3.811
C -0.584 -5.944 -3.844
C -1.602 -5.400 -3.098
C -3.536 -2.577 -2.947
C -2.792 -1.624 -3.645
C -3.342 -0.856 -4.692
C -4.682 -1.050 -5.085
C -5.425 -1.998 -4.365
C -4.843 -2.749 -3.350
H 0.058 -2.762 -1.719
H 1.869 -3.772 -3.038
H 1.448 -5.772 -4.433
H -0.776 -6.815 -4.515
H -2.552 -5.893 -3.125
H -1.719 -1.464 -3.398
H -2.724 -0.158 -5.257
H -5.052 -0.464 -5.878
H -6.438 -2.171 -4.709
H -5.481 -3.472 -2.834
O 2.247 0.065 1.046
N 2.160 -0.173 -0.243
C 3.263 -0.142 -0.912
C 4.667 0.224 -0.648
N 5.573 0.593 -0.043
C 3.008 -0.627 -2.293
N 2.771 -1.010 -3.352
O 1.196 -1.783 3.238
N -0.003 -1.730 3.064
O -0.419 -0.543 2.843

58
Properties=species:S:1:pos:R:3 method="wB97M-V/def2-TZVPD" e_homo_ev=-7.278 homo_lumo_gap_ev=6.28 e_lumo_ha=-0.0366
Pt 0.115 -0.071 -0.323
C -3.091 -1.027 -0.135
O -2.134 -0.008 -0.340
C -2.547 1.301 -0.126
C -3.868 1.674 0.022
C -4.201 3.007 0.242
C -3.206 3.969 0.302
C -1.885 3.614 0.150
C -1.520 2.274 -0.062
N -0.219 1.898 -0.227
N 0.719 2.711 0.150
C 2.011 2.454 0.237
C 2.646 1.212 -0.139
O 2.033 0.201 -0.696
C 4.049 1.128 -0.020
C 4.828 2.185 0.355
C 4.244 3.421 0.709
C 5.017 4.541 1.062
C 4.423 5.693 1.507
C 3.033 5.758 1.640
C 2.256 4.700 1.240
C 2.833 3.530 0.726
H -3.561 -0.923 0.847
H -2.559 -1.976 -0.188
H -3.854 -0.997 -0.920
H -4.660 0.943 -0.039
H -5.238 3.280 0.357
H -3.466 5.005 0.456
H -1.096 4.348 0.174
H 4.492 0.180 -0.285
H 5.901 2.080 0.416
H 6.092 4.476 0.960
H 5.028 6.549 1.769
H 2.575 6.644 2.055
H 1.183 4.748 1.324
S 0.074 -1.718 4.272
C 0.006 -0.006 4.574
C 0.038 0.671 5.782
C -0.004 2.051 5.761
C -0.083 2.746 4.557
C -0.126 2.080 3.352
C -0.081 0.687 3.348
N -0.094 -0.119 2.253
C 0.000 -1.378 2.539
C 0.043 -2.420 1.532
C -0.003 -3.771 1.887
C -0.009 -4.750 0.913
C 0.033 -4.391 -0.425
C 0.105 -3.054 -0.784
C 0.122 -2.046 0.173
H 0.098 0.131 6.711
H 0.026 2.599 6.692
H -0.101 3.824 4.575
H -0.180 2.614 2.419
H -0.042 -4.049 2.932
H -0.052 -5.792 1.191
H 0.014 -5.153 -1.191
H 0.153 -2.792 -1.833

63
Properties=species:S:1:pos:R:3 method="wB97M-V/def2-TZVPD" e_homo_ev=-7.303 homo_lumo_gap_ev=6.76 e_lumo_ha=-0.0199
Au 8.901 15.991 8.452
Br 7.060 18.274 8.202
C 8.681 19.288 8.200
C 8.564 20.613 7.765
C 9.715 21.425 7.831
C 10.861 21.093 8.579
C 10.960 19.805 9.017
C 12.098 19.375 9.702
C 12.240 18.045 10.026
C 11.304 17.101 9.631
C 10.153 17.472 9.046
C 9.870 18.814 8.695
H 7.720 20.952 7.199
H 9.691 22.355 7.284
H 11.586 21.911 8.897
H 12.903 20.112 9.980
H 13.040 17.736 10.710
H 11.447 16.018 9.848
C 6.985 14.284 16.689
N 6.705 14.983 15.420
C 5.710 14.851 14.540
N 5.947 15.353 13.367
C 7.174 15.885 13.523
N 7.751 15.746 14.784
C 8.138 13.316 16.485
C 9.322 13.460 17.275
C 10.264 12.455 17.232
C 10.131 11.321 16.415
C 9.021 11.243 15.565
C 7.996 12.249 15.676
C 8.910 10.212 14.541
N 9.428 9.037 14.402
N 8.888 8.467 13.319
C 8.041 9.329 12.775
O 7.984 10.490 13.523
C 7.379 9.235 11.510
C 7.375 8.051 10.712
C 6.623 8.019 9.508
C 5.919 9.155 9.140
C 6.066 10.341 9.812
C 5.461 11.562 9.120
N 6.433 12.591 8.644
C 6.899 13.700 9.204
N 7.811 14.214 8.369
C 7.910 13.309 7.331
N 7.096 12.299 7.465
C 6.710 10.386 11.036
H 6.128 13.721 16.943
H 7.224 15.061 17.470
H 4.771 14.356 14.825
H 7.600 16.388 12.725
H 9.531 14.332 17.938
H 11.059 12.496 17.967
H 10.936 10.530 16.360
H 7.100 12.131 15.136
H 7.859 7.155 11.035
H 6.718 7.150 8.846
H 5.393 9.213 8.227
H 4.850 12.078 9.955
H 4.822 11.345 8.282
H 6.618 14.151 10.162
H 8.641 13.432 6.518
H 6.662 11.322 11.657

61
Properties=species:S:1:pos:R:3 method="wB97M-V/def2-TZVPD" e_homo_ev=-10.685 total_charge=+1 homo_lumo_gap_ev=6.99 e_lumo_ha=-0.1357
Pd 0.716 -1.072 1.858
N -4.880 -0.588 -4.282
C -4.191 -0.955 -3.147
C -2.793 -0.848 -3.099
C -2.108 -1.175 -1.948
C -2.808 -1.598 -0.822
C -4.192 -1.713 -0.855
C -4.877 -1.394 -2.009
S -1.928 -2.020 0.623
O -2.795 -2.680 1.558
O -0.693 -2.659 0.236
N -1.354 -0.576 1.230
C -2.212 0.386 1.509
N -3.548 0.206 1.471
C -4.339 1.187 1.815
C -3.880 2.447 2.242
C -2.539 2.636 2.208
N -1.706 1.631 1.830
H -4.360 -0.589 -5.144
H -5.809 -0.963 -4.382
H -2.252 -0.528 -3.981
H -1.027 -1.131 -1.927
H -4.717 -2.057 0.026
H -5.955 -1.491 -2.039
H -5.404 0.981 1.771
H -4.553 3.233 2.545
H -2.046 3.566 2.454
Br 2.371 -2.003 3.412
C 3.752 -2.162 2.115
C 4.977 -2.650 2.436
C 5.940 -2.733 1.405
C 5.638 -2.332 0.135
C 4.357 -1.823 -0.191
C 4.005 -1.396 -1.496
C 2.755 -0.917 -1.756
C 1.778 -0.840 -0.734
C 2.097 -1.237 0.522
C 3.384 -1.738 0.833
H 5.215 -2.968 3.442
H 6.922 -3.122 1.636
H 6.383 -2.400 -0.648
H 4.745 -1.460 -2.284
H 2.494 -0.593 -2.755
H 0.785 -0.466 -0.956
C 1.472 2.462 -2.070
C 0.092 2.171 -1.981
C -0.502 1.985 -0.766
C 0.263 2.083 0.423
C -0.289 1.913 1.719
C 0.457 2.032 2.853
C 1.837 2.317 2.755
C 2.412 2.474 1.529
C 1.645 2.370 0.339
C 2.228 2.556 -0.938
H 1.925 2.612 -3.041
H -0.499 2.103 -2.885
H -1.561 1.762 -0.716
H -0.010 1.897 3.821
H 2.428 2.408 3.656
H 3.470 2.690 1.445
H 3.287 2.775 -0.999

Computed molecular weight (g/mol) in order:
3668.40, 601.39, 747.68, 682.66, 787.43, 688.92